{
  "formula": "C5H12N2O",
  "method": "ωB97M-V with the def2-TZVPD basis set",
  "homo_lumo_gap_ev": 9.55,
  "homo_energy_ev": -8.7,
  "e_tot_ha": -382.392929,
  "e_above_lowest_kj_mol": 287.8,
  "lumo_ev": 0.806,
  "fmax_ha_per_bohr": 0.0681,
  "smiles": "N/C=C/N.CCC=O",
  "species": ["N", "C", "C", "N", "H", "H", "H", "H", "H", "H", "C", "C", "C", "O", "H", "H", "H", "H", "H", "H"],
  "coordinates": [[2.5889, -0.7014, -1.1087], [1.9235, 0.4915, -0.5914], [0.9894, 1.2158, -1.2719], [0.3696, 2.3585, -0.7481], [2.1612, -1.5392, -0.7482], [3.5611, -0.7486, -0.8360], [2.3612, 0.6920, 0.3925], [0.6844, 1.0371, -2.3029], [-0.6210, 2.2417, -0.6510], [0.5411, 3.1694, -1.3163], [-0.7879, -1.8425, 0.9708], [-2.0105, -0.9226, 0.7201], [-1.7344, 0.5369, 1.0873], [-1.9404, 1.4898, 0.3080], [-0.1765, -1.7101, 0.0948], [-1.0680, -2.8510, 1.0433], [-0.3085, -1.5576, 1.9001], [-2.2820, -0.9109, -0.3429], [-2.8749, -1.2022, 1.2856], [-1.3763, 0.7533, 2.1151]],
  "forces_ev_per_angstrom": [[-0.720, 0.479, -0.663], [0.080, -0.291, -0.789], [1.456, -0.997, 0.440], [0.590, 0.728, 1.015], [-0.218, -0.178, -0.009], [-0.029, 0.259, 0.101], [-0.953, 0.971, -0.122], [0.517, -0.967, 0.021], [-0.298, 0.050, 0.041], [0.087, 0.192, -0.256], [-0.866, 1.769, -0.186], [0.901, 0.947, -0.548], [-0.692, 1.712, -1.958], [0.038, -2.706, 2.224], [0.777, -0.030, 0.039], [-0.477, -1.398, 0.059], [0.437, 0.042, 0.003], [-0.043, -0.122, 0.269], [-0.597, -0.352, 0.522], [0.012, -0.109, -0.204]]
}